Entry from OMol25: C27H27BCl5GaN7 as an isolated structure (wB97M-V/def2-TZVPD).

## Properties
HOMO-LUMO gap = 5.242 eV
net charge = -1
ΔE to the lowest compared entry with this formula, charge and spin = 19.1 kJ/mol
E_LUMO = 2.31 eV
electronic energy = -5679.16686 Ha

Each line ends with the Mulliken charge.
Geometry (Å):
1 Ga -0.50229 0.60610 0.38846  -1.049
2 C -2.44544 -1.13314 -3.43262  -1.510
3 C -1.31611 -1.83562 -2.75215  0.705
4 C -0.51396 -2.86309 -3.27876  -1.322
5 C 0.36449 -3.18970 -2.26989  0.866
6 C 1.46210 -4.20390 -2.28015  -1.239
7 N 0.07900 -2.38963 -1.21340  1.300
8 N -0.95449 -1.56726 -1.50599  -0.423
9 B 0.67115 -2.49005 0.21139  -1.380
10 N -0.45428 -2.27708 1.25947  0.705
11 N -1.14713 -1.10717 1.38566  0.151
12 C -2.09524 -1.28558 2.30008  0.873
13 C -3.04189 -0.19307 2.67142  -0.905
14 C -2.00710 -2.59502 2.79320  -1.549
15 C -0.95706 -3.18453 2.11636  0.988
16 C -0.40472 -4.56600 2.25680  -1.390
17 N 1.76387 -1.42290 0.49732  1.087
18 N 1.40468 -0.15619 0.85448  -0.262
19 C 2.49005 0.46186 1.31537  1.057
20 C 2.46668 1.84228 1.87486  -1.331
21 C 3.57549 -0.42077 1.25233  -1.490
22 C 3.07408 -1.60323 0.74351  0.809
23 C 3.80196 -2.87845 0.46856  -1.251
24 H -2.96471 -1.82085 -4.10017  0.440
25 H -3.15149 -0.74969 -2.69803  0.296
26 H -2.08483 -0.28967 -4.02617  0.159
27 H -0.56202 -3.29079 -4.26880  0.446
28 H 1.43936 -4.74781 -3.22344  0.375
29 H 2.43871 -3.72662 -2.18409  0.085
30 H 1.36188 -4.91612 -1.46022  0.250
31 H 1.15158 -3.57810 0.33215  -0.234
32 H -2.56880 0.77016 2.44284  0.028
33 H -3.97647 -0.28380 2.11066  0.201
34 H -3.27912 -0.24397 3.73484  0.395
35 H -2.62939 -3.04492 3.55005  0.469
36 H -0.95575 -5.10290 3.02691  0.354
37 H -0.48332 -5.11727 1.31860  0.262
38 H 0.64967 -4.53586 2.53493  0.256
39 H 1.46570 2.07794 2.23249  0.163
40 H 3.18054 1.91521 2.69590  0.447
41 H 2.73269 2.58478 1.12013  0.221
42 H 4.59457 -0.22097 1.54385  0.476
43 H 4.83400 -2.77893 0.80068  0.382
44 H 3.34370 -3.72275 0.98456  0.232
45 H 3.80178 -3.10618 -0.59751  0.124
46 Cl 2.00864 0.61145 -2.07200  -0.221
47 C 0.58107 1.55465 -2.38249  1.154
48 C -0.49886 1.41094 -1.52386  -0.594
49 C -1.64088 2.16043 -1.83260  0.615
50 Cl -3.06987 1.93927 -0.87593  -0.167
51 C -1.68606 3.04178 -2.90667  -0.044
52 Cl -3.10681 3.96814 -3.21879  -0.223
53 C -0.57472 3.16626 -3.73549  0.347
54 Cl -0.61707 4.24868 -5.07708  -0.214
55 C 0.56206 2.40702 -3.48081  -0.120
56 Cl 1.92805 2.52499 -4.53117  -0.220
57 N -0.90348 1.84523 1.65996  -0.410
58 C -0.76790 3.17859 1.61282  -0.347
59 C -0.07155 3.93342 0.61347  0.593
60 C 0.07096 5.30981 0.68158  -0.964
61 C -0.46697 6.04514 1.73359  -0.487
62 C -1.17848 5.35028 2.71522  -0.391
63 C -1.33162 3.97881 2.66014  -0.597
64 H 0.36892 3.39310 -0.21678  0.618
65 H 0.61353 5.83067 -0.10324  0.365
66 H -0.34734 7.12076 1.78542  0.354
67 H -1.63542 5.90074 3.53371  0.324
68 H -1.88834 3.46112 3.43454  0.360

Forces on atoms 1 to 3 (eV/Å):
0.5 0.4 0.5
0.1 0.1 0.1
0.0 -0.1 0.1